{
  "formula": "C26H26N3OS2SiTc",
  "method": "wB97M-V/def2-TZVPD",
  "largest_force_ev_per_a": 2.7,
  "de_lowest_kj_mol": 112.1,
  "s2": 1.199,
  "charge": 1,
  "homo_energy_ev": [-11.26, -11.10],
  "spin_multiplicity": 2,
  "energy_ha": -2412.30807,
  "elements": ["Tc", "C", "C", "C", "C", "C", "C", "C", "H", "H", "H", "H", "H", "H", "H", "H", "S", "C", "C", "N", "C", "S", "C", "N", "C", "Si", "C", "C", "N", "C", "C", "C", "C", "C", "C", "O", "C", "C", "C", "C", "C", "C", "H", "H", "H", "H", "H", "H", "H", "H", "H", "H", "H", "H", "H", "H", "H", "H", "H", "H"],
  "xyz": [[-1.1867, 0.0904, -0.2077], [1.3658, 1.9546, -3.2291], [0.5791, 2.2979, -2.0070], [-0.7944, 2.0309, -1.9347], [-1.5612, 2.5280, -0.8640], [-0.9517, 3.2846, 0.1363], [0.4140, 3.5135, 0.0804], [1.1702, 3.0087, -0.9663], [1.2854, 2.7769, -3.9419], [0.9931, 1.0579, -3.7147], [2.4195, 1.8319, -2.9948], [-1.3024, 1.6400, -2.8093], [-2.6452, 2.5032, -0.9269], [-1.5486, 3.7276, 0.9208], [0.8836, 4.1211, 0.8380], [2.2287, 3.2177, -1.0077], [-3.1928, -0.3372, -1.3031], [-4.0691, -1.3421, -0.1928], [-5.3901, -1.6904, -0.5336], [-6.4553, -2.0040, -0.8140], [-3.4901, -1.8548, 0.9409], [-1.8391, -1.5549, 1.3469], [-4.1877, -2.7186, 1.8082], [-4.7227, -3.4228, 2.5360], [-0.1985, -3.9156, -1.7593], [0.3300, -2.1519, -2.2663], [-0.9615, -1.4346, -3.4699], [2.0566, -1.9712, -3.0693], [0.3323, -1.1446, -0.7674], [1.2690, -1.3546, 0.1876], [2.1788, -2.4251, 0.1804], [3.0340, -2.6554, 1.2311], [3.0152, -1.8362, 2.3501], [2.1417, -0.7645, 2.3931], [1.3083, -0.5013, 1.3224], [0.4131, 0.5566, 1.2740], [0.3487, 1.4133, 2.3822], [-0.8404, 1.5116, 3.0912], [-0.9102, 2.3442, 4.1974], [0.1960, 3.0852, 4.5822], [1.3714, 3.0047, 3.8518], [1.4537, 2.1727, 2.7494], [-0.5169, -4.4740, -2.6334], [-1.0352, -3.8900, -1.0651], [0.5918, -4.4865, -1.2826], [-0.6645, -1.6487, -4.4904], [-1.0787, -0.3607, -3.3831], [-1.9356, -1.8873, -3.3216], [1.9927, -2.2490, -4.1164], [2.8168, -2.6035, -2.6232], [2.4217, -0.9493, -3.0198], [2.1770, -3.1015, -0.6495], [3.7069, -3.4943, 1.1878], [3.6601, -2.0365, 3.1889], [2.0914, -0.1507, 3.2761], [-1.6954, 0.9195, 2.7878], [-1.8275, 2.4052, 4.7629], [0.1515, 3.7282, 5.4468], [2.2355, 3.5867, 4.1342], [2.3684, 2.0989, 2.1805]],
  "atomic_forces_ev_per_a": [[0.976, -2.455, -0.647], [0.031, 0.002, -0.003], [-0.183, -0.136, 0.107], [0.042, 0.262, -0.041], [-0.140, 0.068, -0.052], [0.007, -0.037, 0.061], [0.015, 0.073, -0.089], [-0.162, 0.062, 0.094], [0.005, -0.007, -0.069], [-0.022, -0.118, -0.070], [0.096, -0.071, -0.016], [-0.005, -0.153, 0.093], [0.067, -0.163, 0.065], [-0.022, -0.045, 0.059], [0.043, 0.027, 0.072], [0.131, 0.037, -0.023], [0.500, 0.355, 1.108], [1.078, -0.244, 0.362], [-0.340, -0.086, -0.103], [-0.475, -0.067, -0.148], [0.363, 0.460, -0.918], [-0.134, 1.379, -0.749], [-0.236, -0.225, 0.184], [-0.224, -0.287, 0.309], [0.412, 0.726, -0.181], [-0.324, -0.283, -0.830], [0.488, -0.349, 0.564], [-0.641, -0.265, 0.452], [-1.866, 1.723, -0.316], [0.569, 0.175, 1.342], [-0.102, 0.087, 0.094], [0.125, -0.032, -0.019], [-0.190, 0.024, -0.220], [-0.192, 0.267, 0.182], [0.346, -0.820, -0.294], [-0.179, 0.012, -0.295], [-0.156, 0.751, 0.924], [0.151, -0.391, -0.366], [0.107, 0.134, 0.015], [-0.045, 0.022, -0.001], [0.012, -0.053, -0.082], [-0.133, -0.290, -0.321], [-0.068, -0.046, -0.236], [-0.158, 0.146, 0.074], [0.147, -0.052, 0.052], [0.179, -0.077, -0.229], [0.039, 0.173, -0.026], [-0.149, -0.081, 0.083], [-0.102, -0.037, -0.224], [0.081, -0.106, 0.082], [-0.059, 0.205, 0.042], [0.040, -0.196, -0.186], [0.112, -0.146, -0.005], [0.071, -0.006, 0.113], [0.057, 0.067, 0.076], [0.013, -0.008, 0.053], [-0.077, -0.003, 0.013], [-0.062, 0.050, 0.090], [0.045, 0.050, 0.055], [0.099, 0.000, -0.063]],
  "lowdin_charge": [1.001, -0.023, -0.259, -0.136, -0.189, -0.069, -0.060, -0.009, 0.104, 0.070, 0.088, 0.107, 0.097, 0.124, 0.118, 0.127, 0.745, -0.670, -0.268, 0.215, -0.679, 0.800, -0.270, 0.216, -0.139, 0.530, -0.193, -0.145, -0.166, -0.315, -0.020, -0.046, -0.033, 0.008, -0.199, -0.162, -0.290, -0.016, -0.046, -0.056, -0.050, -0.044, 0.039, 0.030, 0.027, 0.040, -0.025, 0.009, 0.037, 0.026, 0.023, 0.072, 0.118, 0.119, 0.121, 0.083, 0.117, 0.114, 0.117, 0.134]
}

---

{
  "formula": "C5H10N2O",
  "method": "wB97M-V/def2-TZVPD",
  "largest_force_ev_per_a": 4.6,
  "de_lowest_kj_mol": 429.1,
  "homo_energy_ev": -9.14,
  "energy_ha": -381.12201,
  "elements": ["C", "N", "N", "C", "C", "O", "C", "C", "H", "H", "H", "H", "H", "H", "H", "H", "H", "H"],
  "xyz": [[-0.1007, 1.5673, 2.3003], [-0.2027, 1.5324, 1.0013], [1.0396, 1.2381, 0.4352], [0.8362, 0.5639, -0.8798], [-0.3395, -0.3936, -0.8286], [-1.6719, 0.1942, -0.5936], [-0.4738, -1.7194, -1.5411], [-0.0940, -1.5697, -0.1007], [0.7964, 1.2002, 2.8871], [-1.2205, 1.7983, 2.7394], [1.3781, 0.4785, 1.0909], [1.7647, 0.1290, -1.2710], [0.7388, 1.4498, -1.6249], [-1.4869, 1.0497, -0.1768], [0.2592, -1.9979, -2.3102], [-1.5033, -1.9863, -1.8378], [1.0884, -1.7206, 0.0293], [-0.8082, -1.8138, 0.6812]],
  "atomic_forces_ev_per_a": [[-4.278, -0.016, -0.815], [1.810, 1.274, 3.148], [0.573, -2.856, 0.077], [-0.438, 2.789, -1.876], [-1.954, 2.605, -1.430], [1.556, -0.531, -0.894], [-0.193, 0.462, -1.210], [3.101, -2.847, 1.728], [-1.116, 0.724, -0.618], [3.412, -0.541, -0.365], [0.373, 1.094, -1.154], [-0.199, -0.364, 0.707], [-0.536, -1.460, 1.015], [-0.183, -0.170, 0.138], [-0.142, 0.049, 0.651], [0.649, 0.259, 0.521], [-2.887, -0.131, 0.395], [0.450, -0.342, -0.017]],
  "lowdin_charge": [-0.039, -0.106, -0.078, -0.142, -0.532, -0.039, -0.055, -0.129, 0.089, 0.124, 0.110, 0.120, 0.142, 0.040, 0.104, 0.115, 0.158, 0.119]
}

---

{
  "formula": "C4H10ClN2",
  "method": "wB97M-V/def2-TZVPD",
  "largest_force_ev_per_a": 1.1,
  "de_lowest_kj_mol": 127.2,
  "charge": 1,
  "homo_energy_ev": -13.26,
  "energy_ha": -727.82106,
  "elements": ["C", "C", "C", "C", "N", "N", "Cl", "H", "H", "H", "H", "H", "H", "H", "H", "H", "H"],
  "xyz": [[0.9629, 0.4522, 1.3844], [-1.7321, -0.0160, -0.5214], [-0.6400, -1.0412, -0.8124], [0.7023, -0.4713, -1.0247], [0.7591, 0.0793, 2.6061], [0.8954, 0.6831, -1.5828], [1.7461, 1.9563, 1.1885], [-1.4501, 0.5828, 0.3420], [-2.6643, -0.5250, -0.2984], [-1.9178, 0.6383, -1.3692], [-0.5945, -1.7914, -0.0214], [-0.8917, -1.5879, -1.7329], [1.5629, -1.1133, -0.8829], [1.0425, 0.6054, 3.4331], [1.8222, 1.0438, -1.7659], [0.2900, -0.8011, 2.7846], [0.1071, 1.3061, -1.7268]],
  "atomic_forces_ev_per_a": [[-0.197, -0.896, -0.577], [0.170, -0.138, -0.017], [-0.569, -0.012, 0.002], [0.234, 0.360, 0.359], [0.142, 0.283, 0.481], [-0.223, -0.222, -0.108], [0.093, 0.239, 0.294], [-0.046, 0.099, 0.048], [-0.080, -0.014, -0.022], [-0.078, 0.104, -0.093], [0.149, 0.064, -0.092], [0.126, -0.042, 0.033], [0.091, 0.137, -0.037], [-0.031, 0.019, -0.115], [-0.090, -0.060, -0.012], [0.097, 0.108, -0.115], [0.213, -0.029, -0.029]],
  "lowdin_charge": [-0.605, -0.081, -0.221, -0.134, 0.045, 0.175, 0.666, 0.064, 0.089, 0.079, 0.122, 0.142, 0.144, 0.119, 0.138, 0.120, 0.136]
}